No. 1
The following is a quantum chemistry calculation of a cluster of 2 separate species, CHCl5Si in total, from OMol25.

XYZ file:
```
8
CHCl5Si | OMol25 | wB97M-V/def2-TZVPD
C -1.38070 -3.80241 -2.39428
Si -0.88544 -4.55372 -0.65780
Cl -2.48160 -2.38620 -2.00841
Cl -2.35602 -4.91882 -3.40463
Cl 0.01616 -3.18270 -3.20949
Cl 0.43180 -5.94612 -1.30173
Cl 0.37426 -0.23069 -2.34972
H -0.02717 -0.49023 -1.15687
```

For the total energy, the calculation gives -2629.1552 Eh.

=====

No. 2
The following is a quantum chemistry calculation of a cluster of 2 separate species, C6H11NO2 in total, from OMol25.

XYZ file:
```
20
C6H11NO2 | OMol25 | wB97M-V/def2-TZVPD
C 0.93184 -0.40141 -1.33995
C -2.46126 -0.83382 -0.92632
C 2.18146 -0.27897 -0.98358
C 1.06071 -0.71120 1.47883
C 0.89426 1.61293 0.43422
C 1.20837 0.12806 0.06634
N -3.22935 -0.02330 -1.49807
O -3.81000 0.94589 -1.04938
O -3.62346 -0.30391 -2.84903
H 0.18690 -0.87345 -2.01388
H -1.95739 -1.76791 -1.27590
H 3.23852 -0.33136 -1.28623
H -2.10808 -0.62161 0.07720
H -4.10168 0.44794 -3.16508
H 0.26377 -0.22751 2.09647
H 2.01677 -0.57003 1.97422
H 0.78996 -1.76550 1.28085
H 1.29781 2.27994 -0.32388
H -0.23959 1.76540 0.55616
H 1.27231 1.80256 1.42164
```

For the total energy, the calculation gives -440.2004 Eh.

=====

No. 3
The following is a quantum chemistry calculation of a cluster of 2 separate species, C4H14N2 in total, from OMol25.

XYZ file:
```
20
C4H14N2 | OMol25 | wB97M-V/def2-TZVPD
N 2.71882 -1.74794 3.22321
C 4.07551 -2.77046 1.44927
C 3.73129 -1.45844 2.25843
H 2.45222 -0.89813 3.73256
H 1.84205 -2.22852 2.99300
H 4.61647 -2.55413 0.51270
H 3.10623 -3.23249 1.19702
H 4.66644 -3.49188 2.03830
H 4.64468 -1.10146 2.77199
H 3.33529 -0.61966 1.65420
N -3.37902 1.23502 -3.39112
C -3.14118 2.80263 -1.38112
C -4.11068 1.98087 -2.35435
H -2.43981 1.01097 -3.04417
H -3.84854 0.33540 -3.54246
H -2.34800 3.29838 -1.96569
H -2.66831 2.19056 -0.59475
H -3.75978 3.57817 -0.89896
H -4.56198 1.11200 -1.83780
H -4.93166 2.55911 -2.82028
```

For the total energy, the calculation gives -270.2637 Eh.

=====

No. 4
The following is a quantum chemistry calculation of an isolated molecule of C23H32N4O4, from OMol25.

XYZ file:
```
63
C23H32N4O4 | OMol25 | wB97M-V/def2-TZVPD
C -0.56648 -1.25215 0.10247
C -1.40317 -0.03071 0.02983
C -2.77851 0.07313 0.09907
C -3.75284 -1.00202 0.31690
O -3.38512 -2.15279 0.52983
N -5.07116 -0.70510 0.28826
C -5.72321 0.56313 0.03366
C -7.20748 0.20822 -0.06057
H -7.45994 -0.07494 -1.08312
C -7.32772 -1.00481 0.85854
C -6.03485 -1.75683 0.57114
H -6.13660 -2.41029 -0.30338
H -5.67917 -2.36509 1.40491
H -7.35420 -0.68494 1.90089
H -8.21086 -1.60561 0.65356
H -7.84677 1.03595 0.23968
H -5.53911 1.25810 0.86157
H -5.34998 1.02023 -0.88539
O -3.16029 1.38381 -0.02175
C -2.04374 2.10807 -0.16132
C -0.93332 1.29796 -0.14651
C 0.35211 1.93275 -0.26193
N 1.54718 1.41566 -0.50409
N 2.39251 2.45215 -0.53331
C 1.75991 3.62584 -0.30543
C 0.42765 3.34097 -0.13470
C -0.75369 4.19371 0.19727
H -0.61834 5.20616 -0.18582
H -0.83677 4.25876 1.28798
C -2.04733 3.58435 -0.36979
H -2.92344 4.03320 0.10035
H -2.10596 3.78670 -1.44577
H 2.29422 4.55407 -0.28858
C 3.79783 2.24369 -0.71459
H 3.95763 1.58655 -1.57669
H 4.28750 3.20093 -0.89867
C 4.46632 1.57790 0.51157
O 5.52993 1.96684 0.94467
N 3.75032 0.56094 1.00106
H 2.90072 0.29155 0.51649
C 4.21937 -0.30046 2.06057
H 3.34856 -0.78768 2.49850
H 4.71639 0.31660 2.81344
C 5.20286 -1.36407 1.55131
H 5.30007 -2.13462 2.31542
C 4.73434 -1.98997 0.23717
O 3.37774 -2.35973 0.36576
C 2.72588 -2.82903 -0.80470
C 3.37814 -4.08327 -1.39190
H 2.70962 -4.52994 -2.12257
H 4.31708 -3.84332 -1.88635
H 3.56843 -4.80857 -0.60436
C 2.56460 -1.74574 -1.87688
H 2.15266 -0.83533 -1.44557
H 1.88556 -2.10483 -2.64565
H 3.51770 -1.51811 -2.35033
H 1.73295 -3.09716 -0.42475
H 5.36056 -2.86441 0.01165
H 4.86171 -1.26091 -0.57430
H 6.17971 -0.91034 1.38194
H -0.27856 -1.55494 -0.90345
H 0.34104 -1.05083 0.66705
H -1.13020 -2.05936 0.55972
```

For the total energy, the calculation gives -1415.6364 Eh.

=====

No. 5
The following is a quantum chemistry calculation of a cluster of 11 separate species, C7H32O11 in total, from OMol25.

XYZ file:
```
50
C7H32O11 | OMol25 | wB97M-V/def2-TZVPD
O 1.35959 -0.21096 3.76827
C 1.68034 -0.05335 2.62493
C 0.88035 -0.69027 1.50155
C 0.25578 0.30660 0.47888
C -0.85075 -0.25026 -0.42661
C -2.69769 1.36137 -0.14017
C -2.20543 0.10020 0.02289
C -3.10167 -1.06691 0.56882
H 2.55228 0.43348 2.34237
H 0.04097 -1.40757 1.80978
H 1.63273 -1.33945 0.94485
H 1.00380 0.60088 -0.25141
H -0.04805 1.18016 1.00584
H -0.54518 -1.37945 -0.48426
H -0.87415 -0.08235 -1.48901
H -3.79292 1.74934 0.02592
H -2.17884 2.11065 -0.63431
H -4.27197 -0.92923 0.26521
H -2.71193 -1.93425 0.07403
H -3.05128 -1.13561 1.62472
H -2.43168 2.47199 3.11182
H -1.94787 2.92411 1.73823
O -1.99085 3.22139 2.64292
H 3.54915 -0.38983 -1.33395
H 3.55299 -1.21464 -0.06123
O 3.34530 -1.26355 -1.04047
H 0.01407 -3.93310 1.31478
H -1.15422 -3.24683 0.76228
O -0.84535 -3.63743 1.63098
H -0.18571 -4.50441 -1.30510
H -0.91678 -3.20451 -1.73619
O -0.30943 -3.64079 -1.40073
H 1.45652 -0.67077 -2.17306
H 1.72438 -2.06977 -2.44779
O 1.10929 -1.36500 -2.81123
H 2.04912 3.31239 1.26492
H 1.48889 3.14781 -0.25693
O 2.20749 2.82769 0.38132
H -1.22080 1.09401 -3.68177
H -0.13583 0.02724 -3.74416
O -0.27174 0.94529 -3.44041
H -0.17528 2.97526 -2.37334
H 1.23601 3.26969 -2.48516
O 0.52773 3.31104 -1.81250
H 4.22732 1.79944 -1.00197
H 2.80532 1.96262 -1.70028
O 3.53335 1.36631 -1.62696
H -0.98080 -0.62804 3.81624
H -1.56206 -1.46427 2.77273
O -1.77452 -0.78635 3.36470
```

As for the spin multiplicity: 2. As for the net charge: +1. For the total energy, the calculation gives -1113.0681 Eh.

=====

No. 6
The following is a quantum chemistry calculation of a structure of composition C43H31AsN3O4PdS2, from OMol25.

XYZ file:
```
85
C43H31AsN3O4PdS2 | OMol25 | wB97M-V/def2-TZVPD
Pd 0.89345 0.47973 0.74294
S 2.35197 -0.22155 2.32244
C 3.70871 -0.89980 1.39979
C 4.90443 -0.18150 1.32808
C 5.99652 -0.68258 0.64095
C 5.91146 -1.91930 0.01297
C 4.72919 -2.64187 0.07843
C 3.62312 -2.14464 0.76465
As 1.91784 -3.10573 0.87930
C 2.53041 -4.84755 0.17745
C 2.89610 -5.80935 1.11679
C 3.34025 -7.06453 0.72246
C 3.41135 -7.38141 -0.62659
C 3.03906 -6.43662 -1.57300
C 2.60377 -5.17974 -1.17347
C 1.10671 -2.47517 -0.78989
C 1.69959 -1.54000 -1.63113
C 1.05111 -1.12644 -2.78893
C -0.18940 -1.64832 -3.12023
C -0.79122 -2.57912 -2.28262
C -0.14866 -2.98051 -1.12063
H 4.94734 0.79071 1.80076
H 6.91008 -0.10237 0.58698
H 6.76032 -2.32091 -0.52743
H 4.67118 -3.60514 -0.41228
H 2.83215 -5.57186 2.17357
H 3.62418 -7.79677 1.46865
H 3.75135 -8.36110 -0.93920
H 3.08957 -6.67734 -2.62818
H 2.31797 -4.44973 -1.92154
H 2.66376 -1.11507 -1.38088
H 1.51463 -0.37698 -3.41850
H -0.69714 -1.31778 -4.01809
H -1.76696 -2.98218 -2.52712
H -0.63165 -3.69482 -0.46110
C 2.32935 1.53141 0.02910
C 3.26341 2.10819 -0.48801
C 4.37407 2.74509 -1.12494
C 5.33032 1.98071 -1.80451
C 6.41675 2.58521 -2.41599
C 6.57673 3.96389 -2.36391
C 5.63689 4.73249 -1.68953
C 4.54930 4.13232 -1.07557
H 5.20833 0.90525 -1.83379
H 7.14566 1.97467 -2.93538
H 7.42663 4.43450 -2.84225
H 5.75312 5.80847 -1.63921
H 3.81853 4.72944 -0.54580
O -0.90084 0.66493 -0.57693
C -1.49120 -0.13455 0.19310
O -0.93585 -0.62656 1.21177
C -2.92301 -0.48785 -0.09421
C -3.60096 0.16673 -1.11619
C -4.93162 -0.11933 -1.36483
C -5.55610 -1.07323 -0.57903
C -4.89942 -1.74940 0.43555
C -3.56954 -1.44742 0.67529
N -6.97466 -1.37682 -0.82984
O -7.53698 -0.77292 -1.72341
O -7.51489 -2.20324 -0.11955
H -3.06504 0.90095 -1.70275
H -5.48827 0.38156 -2.14261
H -5.43094 -2.48712 1.01756
H -3.01462 -1.93784 1.46363
S -5.26948 3.05678 0.51808
C -3.58627 2.93964 1.07715
C -2.56734 3.51045 0.33446
C -1.25737 3.32043 0.76052
N -0.93556 2.64620 1.85775
C -1.92812 2.11210 2.56840
C -3.26409 2.21549 2.21724
C -6.01736 4.00371 1.80802
C -5.30703 4.81184 2.68878
C -6.01411 5.54284 3.62893
N -7.34135 5.53685 3.74254
C -8.00647 4.76231 2.88905
C -7.40324 3.97924 1.91889
H -2.78246 4.07010 -0.56582
H -0.42640 3.70567 0.17983
H -1.63351 1.53576 3.43806
H -4.03303 1.73351 2.80667
H -4.22816 4.86941 2.65101
H -5.47886 6.17533 4.32895
H -9.08662 4.75664 2.98955
H -8.00094 3.35360 1.26874
```

As for the net charge: -1. For the total energy, the calculation gives -5282.4442 Eh.

=====

No. 7
The following is a quantum chemistry calculation of a cluster of 2 separate species, C2H6ClNO3 in total, from OMol25.

XYZ file:
```
13
C2H6ClNO3 | OMol25 | wB97M-V/def2-TZVPD
C 1.21246 -1.04916 -0.12562
C -0.81196 0.71940 0.00969
N 0.15178 -0.96388 0.63332
O -0.78521 0.52228 -1.35831
O -0.13226 1.75729 0.54358
O -2.01646 0.65501 0.56405
Cl 2.52545 0.44498 0.18063
H 1.09554 -0.99906 -1.14360
H 1.69736 -2.05169 0.11528
H 0.15095 -0.83876 1.60084
H -1.22810 -0.26443 -1.74904
H 0.41749 2.28205 -0.04244
H -2.27704 -0.21405 0.77160
```

For the total energy, the calculation gives -820.3969 Eh.

=====

No. 8
The following is a quantum chemistry calculation of a structure of composition C21H43CeN2OP3, from OMol25.

XYZ file:
```
71
C21H43CeN2OP3 | OMol25 | wB97M-V/def2-TZVPD
Ce 0.12642 0.21322 0.48274
P -0.65587 -2.66265 0.50334
P 2.89483 0.26034 0.85626
P 0.10624 -0.67316 -2.34283
H -4.46204 1.48421 0.26746
C -4.57573 0.74426 -0.53488
C -4.75786 -0.55910 -0.26248
H -4.78311 -0.92863 0.77001
C -1.42962 -3.31739 2.02673
C 0.98409 -3.50141 0.53716
C -1.61263 -3.66461 -0.69659
C 3.27162 2.05041 0.63988
C 3.66786 -0.09578 2.46987
C 3.90770 -0.58559 -0.40583
C -1.55347 -0.89479 -3.09287
C 1.03506 -2.14874 -2.92371
C 0.83447 0.59373 -3.44751
H -4.54119 1.12424 -1.56335
H -4.90793 -1.30157 -1.05902
H -2.26476 -2.66085 2.30454
H -0.71628 -3.35473 2.86016
H -1.82277 -4.32721 1.84114
H 1.51957 -3.23217 1.45772
H 1.59282 -3.18249 -0.32016
H 0.85517 -4.59193 0.50455
H -2.61640 -3.22209 -0.79148
H -1.71381 -4.69236 -0.31322
H -1.13889 -3.69179 -1.68541
H 4.31186 2.24591 0.94069
H 2.60474 2.66603 1.26534
H 3.13286 2.37000 -0.40241
H 4.64800 0.40032 2.52397
H 3.78751 -1.18226 2.60532
H 3.02068 0.28586 3.27436
H 4.96398 -0.28538 -0.28459
H 3.56187 -0.31109 -1.41713
H 3.82314 -1.68052 -0.30026
H -1.59642 -0.47140 -4.10652
H -2.29462 -0.37302 -2.46684
H -1.83795 -1.95439 -3.13983
H 1.16400 -2.11504 -4.01593
H 0.52974 -3.08520 -2.65135
H 2.03673 -2.13517 -2.46716
H 0.87538 0.20157 -4.47576
H 1.85304 0.83827 -3.11152
H 0.22895 1.50994 -3.42425
C -0.18405 3.51002 -0.90706
C 0.91439 4.35564 -0.80641
C 1.18590 5.21201 -1.89143
C 0.36613 5.19281 -3.02547
C -0.73556 4.32812 -3.08359
C -1.03836 3.48499 -2.01267
O -0.33264 2.52777 0.13420
H -1.27826 2.21011 0.14025
H 1.58295 4.29179 0.05488
H 2.06062 5.87036 -1.84598
H 0.61713 5.82985 -3.88148
H -1.31991 4.28638 -4.00262
H -1.86539 2.77565 -2.07119
C 0.65024 -1.27201 3.90788
C -0.60629 -0.49762 3.73469
N -1.00351 0.18613 2.64422
C -2.25910 0.74856 2.95589
C -2.58081 0.40572 4.23184
N -1.52382 -0.37505 4.70680
H 1.37353 -0.66900 4.47765
H 0.44329 -2.20038 4.46092
H 1.10855 -1.53609 2.94022
H -2.79010 1.34373 2.22512
H -3.43161 0.64830 4.84224
H -1.41029 -0.76356 5.64270
```

As for the net charge: +4. For the total energy, the calculation gives -2508.3569 Eh.